Entry 1:
10
Properties=species:S:1:pos:R:3:forces:R:3 method="wB97M-V/def2-TZVPD" spin_multiplicity=3 homo_ev="-9.2 / -12.3" s_squared=2.0069 relative_energy_kcal_mol=0.00 homo_lumo_gap_ev="9.2 / 10.4" molar_mass_g_mol=129.04
C 0.24495 0.70692 0.08651 0.597 -2.750 -2.132
C -0.08564 -0.62347 -0.61056 -0.948 -0.397 0.281
N -1.04639 -0.65767 2.85818 0.451 -1.601 0.102
O -1.93843 -0.07733 3.37718 0.151 -0.177 -0.110
O -0.68101 -1.81259 2.84666 -0.584 1.732 0.131
F 1.50111 0.80697 0.39728 2.206 0.184 0.306
F -0.62032 -0.42638 -1.86860 0.962 0.155 0.220
F -1.14251 -1.19508 0.04713 -0.395 -0.071 0.582
H -0.31042 1.33862 0.67986 -2.012 0.909 0.830
H 0.67932 -1.48448 -0.62415 -0.428 2.016 -0.210

=====

Entry 2:
20
Properties=species:S:1:pos:R:3:forces:R:3 method="wB97M-V/def2-TZVPD" spin_multiplicity=3 homo_ev="-5.2 / -8.6" s_squared=2.0102 relative_energy_kcal_mol=36.94 homo_lumo_gap_ev="6.2 / 7.5" molar_mass_g_mol=115.25
C 2.91431 -0.63195 -0.44995 1.777 -1.860 0.108
C 1.66832 -0.71904 -0.07584 -2.121 0.000 0.464
C -1.40874 -0.74383 1.05963 2.418 -2.093 1.307
C -2.47836 -0.69609 -1.04917 -1.419 -0.517 2.046
C 1.04703 2.50519 0.79709 3.866 0.394 2.518
N -1.25995 -0.58273 -0.33231 1.956 0.091 -1.270
Si 0.26071 0.23881 -0.72270 -1.790 -0.728 -0.064
H 3.53124 -1.44048 -0.05775 0.552 0.515 0.093
H 3.32671 -0.11400 -1.27915 0.049 0.820 -0.493
H 1.41340 -1.43319 0.71807 0.258 0.200 -0.273
H -0.34176 -0.96836 1.49503 -2.059 0.958 -0.266
H -1.88763 0.09206 1.50447 -0.388 0.846 0.945
H -1.93583 -1.67164 1.31380 -0.331 0.149 -0.115
H -3.09244 0.21670 -0.88606 -0.229 -0.674 -0.249
H -2.41944 -0.94832 -2.05311 0.740 0.223 -2.177
H -2.98128 -1.63944 -0.67159 -0.060 1.210 0.057
H 2.01432 2.82380 0.24593 -2.014 -0.607 0.896
H 0.13129 2.98655 0.68877 -1.352 0.726 -0.808
H 1.18114 2.10932 1.87098 0.037 0.424 -1.926
H 0.31699 0.61663 -2.11613 0.109 -0.076 -0.794

=====

Entry 3:
23
Properties=species:S:1:pos:R:3:forces:R:3 method="wB97M-V/def2-TZVPD" spin_multiplicity=2 homo_ev="1.3 / -3.5" s_squared=0.7595 relative_energy_kcal_mol=8.34 homo_lumo_gap_ev="2.6 / 7.4" total_charge=-1 molar_mass_g_mol=122.21
C -2.66020 1.22661 2.13023 0.320 -0.395 -0.147
C -1.03564 1.71986 0.26489 -1.865 0.571 2.662
C -1.94112 0.84317 0.86505 1.317 0.396 -0.628
C -0.30332 1.38481 -0.86119 1.338 0.174 -2.029
C -0.47696 0.13273 -1.44590 -0.509 -0.792 0.296
C -2.03681 -0.42974 0.30190 -1.613 -0.029 1.829
C -1.32384 -0.78298 -0.84152 1.050 -0.322 -1.456
H -0.94030 2.69107 0.73614 0.187 0.227 -0.050
H 0.34456 2.12428 -1.31925 0.035 -0.025 -0.092
H -2.80358 0.33306 2.74074 -0.185 -0.069 0.043
H -3.63266 1.66914 1.92164 -0.125 0.146 0.121
H 0.02818 -0.12941 -2.36285 0.241 -0.055 -0.152
H -2.67875 -1.17685 0.74713 -0.191 -0.070 0.245
H -1.44983 -1.81149 -1.15292 0.226 -0.019 -0.571
H -2.03076 1.89738 2.71927 -0.200 0.241 -0.068
C 2.77844 -1.57243 0.11625 0.176 -0.168 0.506
C 2.96321 -0.87829 -1.21310 -0.173 0.347 -1.274
H 1.73201 -1.79273 0.32777 -0.040 0.071 -0.125
H 3.35470 -2.50136 0.22629 -0.163 0.084 -0.279
H 3.12456 -0.92457 0.91892 0.023 0.078 0.151
H 2.23495 -1.18617 -1.98084 0.074 -0.137 0.436
H 3.93723 -1.04355 -1.69201 0.065 -0.011 0.385
H 2.81593 0.20744 -1.14666 0.013 -0.243 0.200

=====

Entry 4:
23
Properties=species:S:1:pos:R:3:forces:R:3 method="wB97M-V/def2-TZVPD" homo_ev=-8.8 smiles="C/C=C(/C)N.O.O.O" relative_energy_kcal_mol=25.06 homo_lumo_gap_ev=9.4 molar_mass_g_mol=125.17
C 1.44809 0.74325 1.11140 0.482 1.032 -0.943
N -0.89315 1.06997 -0.52592 -0.028 0.472 -0.040
C -0.11489 -0.11114 -0.64812 0.569 0.598 0.561
C 1.00627 -0.24333 0.08629 -0.922 -0.764 -0.106
C -0.67472 -1.11364 -1.57274 -0.924 -1.708 -1.183
H 0.72216 1.55186 1.18619 -0.281 -0.226 0.442
H 1.71186 0.34203 2.08601 -0.046 -0.157 -0.002
H 2.31159 1.29183 0.70645 0.228 -0.248 0.399
H -0.41406 1.93133 -0.75913 0.539 -0.082 0.470
H -1.70673 1.12797 -1.10514 -0.459 -0.642 -0.331
H 1.52240 -1.19058 -0.01742 0.211 0.064 0.011
H -0.04263 -1.85517 -2.07629 0.905 0.863 0.018
H -1.26112 -0.61272 -2.34330 0.110 -0.056 -0.160
H -1.33449 -1.89847 -1.17404 -0.364 0.760 0.789
H 3.03405 2.26324 -1.55427 1.048 0.061 0.658
H 2.03037 1.06843 -1.70061 0.343 0.396 0.113
O 2.24389 1.97778 -1.97173 -1.475 -0.453 -0.770
H -0.96003 -2.78413 1.50963 0.648 0.518 0.129
H -2.01645 -1.74800 0.94781 0.439 0.626 0.225
O -1.84508 -2.64492 1.20265 -1.109 -1.320 -0.246
H -1.94585 0.36155 1.54006 -0.204 0.471 -1.007
H -0.94818 0.14305 2.58819 0.731 -0.106 0.364
O -1.87328 0.32978 2.48404 -0.441 -0.099 0.609